The following is a quantum chemistry calculation of 2 unconnected molecules or ions with the total composition C15H22NO4P at a distorted geometry, from the Open Molecules 2025 dataset.

Output
- Kohn-Sham gap: 7.44 eV

```
43
Properties=species:S:1:pos:R:3:forces:R:3
C 6.50217 -0.64114 0.87174 0.1 0.1 -0.2
C 5.91005 0.58809 0.22694 0.1 0.1 -0.2
N 6.32393 1.08809 -0.86471 -0.1 0.0 0.2
C 4.77071 1.23651 0.99070 -0.2 -0.2 0.0
C 3.55466 1.59372 0.16689 0.2 0.0 -0.2
C 3.53302 2.10843 -1.06699 0.1 -0.2 0.4
C 2.21302 2.38529 -1.69610 0.0 0.2 -0.1
O 2.01566 3.34776 -2.40479 0.1 -0.2 -0.2
C 1.12748 1.43440 -1.32942 0.0 -0.5 0.3
C 1.13235 0.90144 -0.10000 -0.5 0.6 -0.4
P 0.00220 -0.35165 0.56823 0.6 -1.0 0.8
C -0.69020 -1.18366 -0.90392 0.3 0.6 -0.3
C -1.38712 0.52374 1.35888 -0.2 0.2 -0.1
C 2.23070 1.33559 0.82140 -0.1 0.2 0.0
O 2.05947 1.49149 2.01013 0.0 -0.3 -0.1
H 5.72506 -1.34085 1.17954 0.0 0.0 0.1
H 7.08602 -0.34182 1.74548 -0.1 -0.1 0.1
H 7.17313 -1.14329 0.17330 0.0 0.0 0.1
H 7.09213 0.53989 -1.24912 0.0 0.0 0.0
H 4.43930 0.53373 1.75758 0.0 0.1 0.1
H 5.13192 2.11382 1.53421 0.1 0.0 -0.1
H 4.44540 2.33388 -1.60268 -0.1 0.2 0.0
H 0.37075 1.17678 -2.06266 -0.1 0.3 0.0
H -1.16697 -2.10072 -0.56354 -0.2 0.0 -0.1
H -1.35938 -0.56672 -1.50243 -0.2 -0.2 0.1
H 0.16174 -1.45352 -1.53380 0.0 -0.2 0.1
H -2.06287 1.03701 0.67275 0.1 0.0 0.0
H -1.95800 -0.23801 1.89476 0.0 0.0 0.0
H -0.99584 1.21893 2.10239 0.0 0.0 -0.1
O -3.54429 -0.10688 -1.94778 -0.1 0.1 -0.1
C -4.41222 -0.58233 -1.26815 0.1 -0.1 0.0
O -4.53360 -0.15051 0.00304 0.0 0.1 0.0
C -5.61730 -0.52991 0.85770 -0.1 -0.1 0.1
C -5.35389 -1.84490 1.56063 0.1 0.0 -0.1
C -5.30357 -1.69291 -1.77020 -0.2 0.2 -0.1
H -6.55739 -0.53822 0.30498 0.0 0.0 0.0
H -5.68578 0.27669 1.58558 0.0 0.0 0.0
H -5.26645 -2.66951 0.85287 -0.1 0.0 0.0
H -6.16456 -2.07251 2.25294 0.0 0.0 0.0
H -4.42122 -1.78939 2.12200 0.0 0.0 0.0
H -4.78752 -2.64122 -1.62240 0.0 0.0 0.0
H -5.45551 -1.54442 -2.83587 0.1 0.0 0.0
H -6.27716 -1.74119 -1.29008 0.0 -0.1 0.1
```
Forces are in eV/Å.